# 1
14 unconnected molecules or ions with the total composition C21H49Cl2N11O26 at a distorted geometry, computed with ωB97M-V/def2-TZVPD.

Each line ends with the Mulliken charge.
Cartesian coordinates (Å):
1 O -16.55895 11.64313 -6.17014  -0.6178
2 H -19.31952 10.42816 -6.89972  -0.1514
3 O -19.79513 15.37974 -8.06514  -0.5323
4 H -17.61419 16.57668 -8.91164  0.3282
5 H -19.91516 5.64611 -8.91883  -0.3879
6 H -20.57664 9.54479 -14.16240  0.2751
7 N -17.70368 11.72946 -6.48590  1.0164
8 C -20.90280 5.28710 -9.07523  0.2420
9 H -17.99102 9.77351 -5.88389  0.2324
10 H -23.93042 13.21202 -10.63967  0.4281
11 H -19.16219 3.23812 -11.41594  0.3735
12 O -16.41841 4.74112 -10.83313  -0.5259
13 H -22.61980 9.34519 -3.48483  0.3286
14 O -23.16418 12.68309 -13.47275  -0.5275
15 H -22.98397 11.77479 -11.20835  0.1199
16 H -14.49658 6.44888 -9.89332  0.3307
17 O -22.09013 6.67859 -4.14663  -0.3716
18 O -20.33900 10.14599 -9.08542  -0.5194
19 O -18.20013 12.69142 -7.07671  -0.5202
20 O -20.54324 8.07597 -8.22765  -0.0033
21 H -17.54101 2.65190 -11.85739  0.3154
22 H -19.85884 11.66410 -10.49487  -0.2177
23 O -21.12294 7.73605 -12.25264  -0.5884
24 H -19.22992 13.95750 -14.72336  0.3210
25 C -15.91772 12.35101 -12.49613  -0.4295
26 O -22.42236 9.32950 -11.78167  -0.5135
27 N -21.73902 8.72816 -12.57977  1.0804
28 C -23.77799 9.37729 -8.68571  -0.0500
29 H -17.27530 14.99669 -8.18602  0.2619
30 H -20.72770 8.56250 -5.87245  -0.4894
31 O -13.90430 7.19186 -12.05143  -0.6163
32 C -13.97219 10.95387 -7.36599  -1.0070
33 N -19.83275 12.25202 -13.72338  0.8229
34 C -18.14558 3.20653 -11.13057  -0.9345
35 C -21.70377 8.64842 -5.42545  0.9014
36 C -16.05086 12.26184 -14.02771  -0.2653
37 H -22.32919 10.03024 -14.10709  0.2626
38 H -21.54287 5.87829 -8.39518  0.0033
39 H -21.17611 5.35023 -10.13422  0.2478
40 H -23.86894 8.51307 -8.05428  0.2462
41 Cl -17.43604 12.98308 -11.82158  0.0376
42 C -22.33325 7.24635 -5.45349  -0.1019
43 H -15.17691 13.08390 -12.21813  0.5044
44 H -16.57461 6.41290 -5.44215  0.2700
45 H -20.96530 13.96212 -14.22285  0.3286
46 H -15.65381 11.38885 -12.05784  -0.1185
47 O -17.07035 4.63487 -7.99892  -0.5266
48 H -15.18313 6.25708 -6.58180  0.2891
49 H -15.98639 7.43121 -9.79301  0.0081
50 C -19.93972 8.85974 -8.91736  0.0616
51 C -23.05091 12.84864 -11.15555  -0.5763
52 H -17.83807 8.75585 -9.10648  -0.7135
53 H -19.35685 9.61313 -11.67440  -0.4930
54 H -14.26670 10.55029 -6.40431  0.3148
55 Cl -16.00478 13.90429 -14.73405  -0.2154
56 C -19.92989 13.72091 -13.94506  -0.8603
57 H -13.04159 10.47823 -7.63567  0.3533
58 C -19.32640 10.88940 -9.94857  0.3635
59 N -23.07094 13.42971 -12.52901  0.9927
60 N -14.70547 7.83588 -11.38832  0.9912
61 C -18.68580 8.62312 -9.75894  1.4440
62 N -20.86879 3.85973 -8.58494  1.0208
63 C -14.92477 7.44204 -10.01440  -0.5019
64 H -22.21588 13.27763 -10.58731  0.1599
65 N -14.98673 10.66253 -8.39541  0.9405
66 H -19.65165 14.14512 -12.98711  0.2676
67 C -18.62646 10.65934 -6.09699  -0.4509
68 C -21.60016 9.24612 -13.97243  -0.8694
69 O -20.97744 7.20812 -2.31159  -0.5952
70 N -23.95550 10.68854 -7.90559  0.9707
71 C -21.70638 8.91615 -3.88178  -0.4421
72 O -20.66009 3.72014 -7.42357  -0.5889
73 H -22.73828 9.42100 -8.95632  -0.3799
74 H -20.88993 9.61286 -3.67389  0.1741
75 H -15.89525 4.75883 -5.89528  0.3461
76 H -17.72546 10.04915 -11.21828  -0.0312
77 H -21.84196 8.41966 -14.64332  0.3074
78 O -19.30224 11.58607 -14.59549  -0.6592
79 O -14.98398 11.41253 -9.33417  -0.5929
80 N -16.97188 5.69653 -7.41642  0.7764
81 H -13.80955 12.01457 -7.32667  0.3474
82 H -22.00588 6.57428 -6.26557  -0.0522
83 H -18.61503 11.33248 -9.26766  -0.1843
84 O -24.19883 11.68275 -8.54573  -0.5559
85 H -23.39812 7.48771 -5.47953  0.2703
86 O -20.34402 11.77579 -12.74870  -0.1772
87 C -16.08646 5.78840 -6.21521  -0.9057
88 H -18.68929 7.60318 -10.21675  -0.2256
89 H -17.20499 15.11751 -9.93747  0.1487
90 O -17.61402 6.66456 -7.65832  -0.2894
91 N -17.64468 4.58516 -11.04649  0.9180
92 H -19.13599 10.89650 -5.18288  0.5116
93 O -15.77224 9.78039 -8.24040  -0.3382
94 H -14.42542 8.18952 -9.39224  0.2833
95 C -21.53521 7.55017 -3.30834  0.4767
96 O -22.95452 14.60045 -12.64783  -0.5964
97 H -15.21347 11.71521 -14.46309  0.4134
98 C -17.74998 15.51590 -9.04518  -0.7151
99 N -19.08847 14.95163 -8.95936  0.8292
100 H -22.27054 9.42815 -5.93895  -0.0831
101 O -20.83911 3.01806 -9.42478  -0.6159
102 H -16.99026 11.80898 -14.27138  0.0942
103 O -18.46745 5.46147 -11.05749  -0.4712
104 O -23.95343 10.68078 -6.68563  -0.6064
105 H -24.38639 9.36545 -9.58163  0.3927
106 O -19.47416 14.14587 -9.80436  -0.3370
107 C -18.71169 9.79073 -10.81602  0.6513
108 H -17.98654 2.62615 -10.23232  0.2860
109 O -15.27397 8.81681 -11.77883  -0.5433

Values from the calculation:
LUMO	-0.424	eV
HOMO-LUMO gap	9.514	eV
max |F|	0.066	hartree/bohr

# 2
A molecular structure, C21H49GeIrN2S2Si5Te at a distorted geometry, computed with ωB97M-V/def2-TZVPD.

Each line ends with the Mulliken charge.
Cartesian coordinates (Å):
1 H 5.33130 -1.11750 -0.30550  0.4392
2 H -3.90870 2.11700 2.74810  0.4375
3 Ir 0.61080 0.38220 -0.07330  0.5575
4 H -0.54080 4.61120 2.12470  0.3383
5 H -3.64670 0.46860 -3.35320  0.2998
6 C 0.31010 4.14240 1.63980  -0.8340
7 H -2.48660 -0.01490 -4.56740  0.4238
8 H 1.77360 4.05580 -2.18490  0.4146
9 H 2.11110 2.83230 -0.96560  -0.3566
10 H 1.20520 4.65500 1.98040  0.4112
11 C -1.55640 -3.52350 1.13730  -0.2862
12 H -2.64600 3.38590 -4.98280  0.3948
13 Si 5.07560 1.07860 0.91140  0.1057
14 H 1.23570 -1.20910 -4.92410  0.2413
15 H 0.66290 2.76930 -3.96130  0.2984
16 H 3.68990 0.23810 -5.92060  0.3406
17 H -5.09920 0.37520 0.48580  0.4354
18 Si 3.56170 -1.39570 -4.00630  0.3090
19 H -4.60850 0.57440 -1.18400  0.2798
20 C -4.23980 0.51990 -0.16390  -0.9135
21 H 0.11790 1.50690 -5.04610  0.5670
22 Si -3.30670 2.11050 0.32250  0.3362
23 H -2.24460 -0.48160 -2.89530  0.1952
24 C 3.52350 -0.06410 -2.62110  -0.7179
25 H 6.66960 0.07080 2.58970  0.3490
26 N -1.97090 -4.59290 1.11170  -0.3774
27 H -3.63990 4.56600 -0.15890  0.2010
28 H 5.65570 3.28010 -0.08550  0.3690
29 C 1.82790 3.87580 -1.11540  -0.6388
30 H -3.61210 -0.36250 -0.08260  0.2005
31 Ge -0.98090 2.01210 -0.79040  0.0810
32 H 1.63030 -2.88940 -4.67200  0.4653
33 H 3.85140 2.70950 2.39920  0.3989
34 H 1.18680 -1.88630 -3.30640  0.0493
35 C 5.35710 2.32430 -0.50470  -0.9161
36 Si -1.59880 1.92390 -3.24250  0.3205
37 C -4.19710 3.65680 -0.35690  -0.8863
38 C -0.64300 -1.56860 2.22610  0.6976
39 C -2.98850 2.28140 2.19410  -0.8895
40 C -2.53880 3.44680 -3.90420  -1.0274
41 C 4.55690 -0.67490 0.31510  -0.9285
42 H 4.32920 -1.32680 -6.37970  0.3497
43 S 0.02600 0.00830 2.33510  -0.2688
44 C -0.72860 5.77000 -0.90710  -1.0070
45 Te 2.76740 -0.98940 -0.83920  -0.2062
46 C -2.58790 0.32220 -3.53980  -0.9475
47 H 5.68430 -2.45700 -3.20400  0.3524
48 N -0.93580 -2.72650 4.48580  -0.3718
49 C 1.73530 -1.89640 -4.24870  -0.7633
50 H 4.51350 0.30530 -2.38540  0.4071
51 S -0.93680 -1.59680 -0.52840  -0.1023
52 H -2.02940 4.37770 -3.68180  0.2375
53 C 3.66430 1.70400 2.03400  -0.6518
54 H -2.25630 1.56120 2.54640  0.1791
55 Si 0.14670 4.20510 -0.26160  0.0048
56 H 4.48060 2.50010 -1.11770  0.1913
57 H -3.53910 3.51490 -3.49150  0.3275
58 C -0.81620 -2.22560 3.46160  -0.2991
59 H 4.30440 -3.30680 -2.52560  0.3603
60 H 2.61900 4.50120 -0.71380  0.5281
61 H 2.70590 1.71620 1.50630  -0.0865
62 H -0.89180 5.73220 -1.97900  0.2699
63 C 6.73460 0.81400 1.80170  -1.0521
64 C -1.02810 -2.21910 1.06930  0.7069
65 H -2.62880 3.27510 2.44380  0.2505
66 H 0.74420 1.08470 -3.46170  -0.3403
67 C 0.15010 1.81380 -4.00610  -0.6164
68 H -1.69530 5.91030 -0.43560  0.3041
69 H 3.54730 1.06290 2.90340  0.3888
70 H 7.09430 1.73470 2.24870  0.3237
71 H 4.45160 -1.32260 1.18280  0.6172
72 H -0.13710 6.65580 -0.69800  0.4145
73 C 4.68180 -2.81550 -3.41960  -1.0832
74 H -4.35850 3.59130 -1.42710  0.2013
75 H 2.89920 0.78330 -2.88870  0.3417
76 H 7.49590 0.47600 1.10400  0.3237
77 C 4.28240 -0.60160 -5.57410  -1.1136
78 H 6.16140 2.00610 -1.15970  0.3994
79 H 5.29080 -0.24000 -5.40670  0.3406
80 H 0.36200 3.11130 1.98610  0.1419
81 H -5.17000 3.76060 0.11310  0.4021
82 H 4.78010 -3.57040 -4.19290  0.3604

Values from the calculation:
LUMO (alpha / beta)	-5.835 / -5.466	eV
multiplicity	2
total charge	+1
HOMO-LUMO gap (alpha / beta)	4.897 / 5.392	eV
max |F|	0.067	hartree/bohr
energy above the lowest of the compared OMol25 structures with the same formula, charge and spin	4.653	eV